Entry from the OMol25 dataset: a molecular structure, C29H58Be2BrClF4LiMgN2O13P3S at a distorted geometry (the ωB97M-V functional and the def2-TZVPD basis).

**Total charge**: +2
**HOMO energy**: -10.81 eV
**E**: -7319.116709 Ha

Each line ends with the Löwdin charge.
Atoms and positions in Å:
1 C 0.247 4.368 0.715  0.1589
2 C 1.323 4.239 0.215  -0.3003
3 P 2.862 4.040 -0.598  0.7956
4 C 4.197 3.011 0.066  -0.2668
5 C 3.741 1.629 0.553  -0.2549
6 C 2.544 1.575 1.503  -0.1926
7 C 2.506 0.102 1.958  -0.1054
8 C 1.428 -0.543 1.071  -0.1043
9 O 0.077 -0.304 1.649  0.1266
10 C -0.803 -0.197 0.742  -0.5303
11 C -1.933 0.763 0.847  -0.0094
12 O -0.846 -0.944 -0.260  0.0053
13 C 3.248 4.993 -2.202  -0.4285
14 C 2.011 5.028 -3.118  -0.1249
15 C 4.551 4.512 -2.852  -0.2332
16 C 4.576 4.638 -4.377  -0.1184
17 P 1.881 2.222 -1.763  0.9418
18 O 2.677 1.769 -3.054  -0.1691
19 O 0.357 2.460 -2.151  -0.1878
20 S 3.577 5.841 0.582  0.6513
21 O 3.490 5.431 1.961  -0.3210
22 O 4.924 6.214 0.251  -0.2855
23 C 2.398 7.318 0.472  -0.7028
24 F 1.589 7.256 1.515  0.1511
25 F 3.067 8.437 0.549  0.1995
26 F 1.647 7.278 -0.627  0.1403
27 H -0.752 4.236 1.046  0.0600
28 H 4.743 3.480 0.879  0.1049
29 H 4.941 2.853 -0.712  0.1009
30 H 4.571 1.224 1.126  0.1339
31 H 3.618 0.935 -0.279  0.0725
32 H 1.584 1.745 1.026  0.0623
33 H 2.661 2.256 2.341  0.1327
34 H 2.277 -0.022 3.012  0.1371
35 H 3.441 -0.404 1.745  0.1084
36 H 1.480 0.003 0.127  0.0606
37 H 1.613 -1.586 0.858  0.0946
38 H -1.953 1.398 1.760  -0.0885
39 H -2.010 1.420 -0.014  0.1342
40 H -2.761 0.076 0.864  0.0309
41 H 3.418 6.031 -1.932  0.0965
42 H 1.118 5.194 -2.519  0.0745
43 H 2.121 5.916 -3.725  0.0155
44 H 1.932 4.162 -3.764  0.0668
45 H 4.772 3.457 -2.675  0.0954
46 H 5.381 5.124 -2.514  0.1253
47 H 3.915 3.874 -4.782  0.0743
48 H 5.556 4.398 -4.775  0.0919
49 H 4.189 5.748 -4.762  -0.1902
50 H 3.453 1.252 -2.770  0.0978
51 H 0.087 1.781 -2.798  0.1032
52 Be -3.002 1.758 3.523  0.4252
53 C 4.182 -6.889 5.526  -0.0744
54 O 4.679 -7.078 4.199  -0.1713
55 C 3.719 -7.544 3.289  -0.2268
56 C 3.360 -6.448 2.296  -0.2402
57 N 2.567 -5.407 2.912  -0.1800
58 C 2.398 -4.197 2.124  -0.2063
59 C 3.639 -3.395 1.749  -0.2130
60 O 4.284 -2.774 2.843  -0.1766
61 C 5.183 -3.598 3.569  -0.0739
62 H 5.040 -6.714 6.170  0.0949
63 H 3.513 -6.026 5.589  0.0804
64 H 3.660 -7.781 5.878  0.0934
65 H 2.827 -7.931 3.805  0.1219
66 H 4.169 -8.376 2.738  0.1333
67 H 2.722 -6.821 1.524  0.0824
68 H 4.308 -6.104 1.861  0.1249
69 H 2.987 -5.148 3.791  0.0667
70 H 1.731 -3.562 2.709  0.1044
71 H 1.866 -4.444 1.190  0.1123
72 H 3.306 -2.572 1.115  0.0874
73 H 4.351 -3.981 1.154  0.1236
74 H 5.679 -4.330 2.927  0.0933
75 H 4.672 -4.101 4.394  0.0814
76 H 5.942 -2.952 4.008  0.0936
77 Cl 3.591 7.138 -5.261  0.1774
78 F 1.040 -4.791 4.542  -0.6899
79 C -6.075 -1.878 -3.041  0.0031
80 C -5.966 -1.505 -1.543  -0.4746
81 C -7.081 -2.206 -0.754  -0.1167
82 C -8.449 -1.565 -0.969  -0.1471
83 C -8.389 -0.058 -0.722  -0.1524
84 C -7.290 0.640 -1.537  -0.4874
85 N -5.959 -0.030 -1.388  -0.0397
86 O -5.337 0.190 -0.191  -0.4505
87 C -7.712 0.663 -3.017  -0.0240
88 C -7.208 2.119 -1.163  -0.0616
89 C -4.641 -2.063 -1.081  -0.0706
90 H -5.756 -1.057 -3.680  0.0962
91 H -5.434 -2.725 -3.292  0.0959
92 H -7.083 -2.166 -3.322  0.0878
93 H -6.850 -2.185 0.317  0.1222
94 H -7.121 -3.261 -1.033  0.1379
95 H -8.807 -1.774 -1.979  0.1124
96 H -9.171 -2.020 -0.292  0.1278
97 H -9.356 0.386 -0.957  0.1353
98 H -8.230 0.105 0.345  0.0209
99 H -6.928 1.091 -3.641  0.1000
100 H -8.599 1.282 -3.134  0.1017
101 H -7.973 -0.310 -3.420  0.0659
102 H -7.012 2.285 -0.107  -0.0314
103 H -8.154 2.604 -1.395  0.0977
104 H -6.429 2.624 -1.736  0.1004
105 H -3.813 -1.560 -1.630  0.0997
106 H -4.560 -3.134 -1.265  0.1279
107 H -4.513 -1.925 0.015  0.0724
108 O 2.875 -2.301 -3.220  -0.0479
109 P 1.802 -1.785 -2.274  -0.0708
110 O 1.439 -2.908 -1.315  -0.1556
111 O 0.552 -1.393 -3.060  -0.1297
112 O 2.312 -0.557 -1.523  -0.3504
113 Li 1.094 -6.781 2.439  0.7971
114 Be -8.547 2.225 2.241  0.4623
115 Br -6.168 0.844 1.845  0.2391
116 Mg -2.612 -1.524 -0.096  1.1317

Forces on atoms 1 to 3 (eV/Å):
C -0.7 -0.6 -0.1
C 0.9 -0.4 -0.5
P 0.9 2.8 -0.4

Entry from the OMol25 dataset: 18 unconnected molecules or ions with the total composition C29H58Cl22F6O18P at a distorted geometry (the ωB97M-V functional and the def2-TZVPD basis).

**Total charge**: -1
**HOMO energy**: -8.57 eV
**E**: -13559.184647 Ha

Each line ends with the Löwdin charge.
Atoms and positions in Å:
1 P -0.585 0.885 0.816  0.2324
2 F -0.253 -0.426 -0.011  -0.1209
3 F 0.984 1.047 1.192  -0.1667
4 F -0.324 1.808 -0.524  -0.1823
5 F -0.828 2.352 1.543  -0.1921
6 F -2.176 0.754 0.380  -0.1826
7 F -0.937 0.106 2.191  -0.1722
8 C 5.699 -4.883 0.371  -0.0531
9 O 4.441 -4.930 -0.311  -0.0339
10 C 3.568 -3.887 0.009  -0.4938
11 O 3.640 -3.030 0.902  0.0804
12 O 2.536 -4.065 -0.857  -0.0193
13 C 1.477 -3.130 -1.032  -0.0382
14 H 5.611 -5.209 1.408  0.0957
15 H 6.115 -3.877 0.310  0.0862
16 H 6.389 -5.512 -0.191  0.0898
17 H 1.884 -2.390 -1.722  0.1048
18 H 1.080 -2.644 -0.141  0.0590
19 H 0.618 -3.585 -1.524  0.0680
20 C 6.150 -2.739 -2.931  0.0035
21 O 5.062 -1.866 -2.543  0.0371
22 C 5.164 -1.136 -1.519  -0.6786
23 O 6.073 -1.125 -0.715  0.1087
24 O 4.079 -0.359 -1.454  -0.0118
25 C 3.625 0.186 -0.228  -0.0524
26 H 7.086 -2.581 -2.395  0.0936
27 H 6.425 -2.473 -3.952  0.0907
28 H 5.744 -3.745 -2.830  0.0969
29 H 4.278 1.042 -0.059  0.0840
30 H 3.827 -0.549 0.551  0.0368
31 H 2.560 0.395 -0.327  0.0755
32 C -5.634 -1.137 -2.614  -0.0292
33 O -6.010 -2.495 -2.610  0.0242
34 C -5.214 -3.423 -2.977  -0.6475
35 O -4.032 -3.293 -3.308  0.0949
36 O -5.889 -4.514 -2.809  0.0282
37 C -5.276 -5.747 -3.119  -0.0561
38 H -5.559 -0.625 -3.573  0.1049
39 H -4.653 -1.073 -2.145  0.0703
40 H -6.334 -0.655 -1.932  0.0960
41 H -5.955 -6.589 -2.990  0.0946
42 H -4.393 -5.929 -2.507  0.0523
43 H -5.015 -5.792 -4.176  0.0954
44 C 0.704 4.853 3.734  -0.0691
45 O 2.079 4.909 3.994  -0.0180
46 C 2.752 6.079 3.779  -0.4959
47 O 2.316 7.161 3.377  0.0958
48 O 4.089 5.933 4.089  -0.0846
49 C 5.070 7.007 4.006  -0.0190
50 H 0.142 5.446 4.455  0.0809
51 H 0.375 3.828 3.908  0.0633
52 H 0.414 5.163 2.730  0.0717
53 H 6.068 6.599 3.846  0.0873
54 H 5.091 7.660 4.878  0.0910
55 H 4.756 7.595 3.143  0.0899
56 C 0.773 1.506 -5.310  -0.0145
57 O 0.668 0.607 -4.143  -0.0201
58 C -0.551 0.077 -3.873  -0.5234
59 O -1.592 0.349 -4.493  0.0698
60 O -0.429 -0.878 -2.880  -0.0468
61 C -1.647 -1.408 -2.235  -0.0372
62 H 0.212 1.037 -6.117  0.0878
63 H 1.812 1.670 -5.597  0.0912
64 H 0.293 2.465 -5.114  0.0684
65 H -2.239 -1.893 -3.011  0.0629
66 H -2.225 -0.548 -1.897  0.0733
67 H -1.495 -2.098 -1.405  0.0894
68 C -1.387 -8.716 -2.763  -0.0363
69 O -0.778 -7.447 -2.661  -0.0208
70 C -1.291 -6.455 -3.325  -0.5915
71 O -2.364 -6.476 -3.958  0.0814
72 O -0.389 -5.484 -3.219  0.0108
73 C -0.466 -4.253 -3.976  -0.0103
74 H -2.263 -8.486 -2.157  0.0932
75 H -0.813 -9.449 -2.196  0.0949
76 H -1.567 -9.062 -3.781  0.1021
77 H -0.065 -3.454 -3.353  0.0537
78 H -1.418 -3.950 -4.411  0.0980
79 H 0.282 -4.268 -4.770  0.0962
80 C 1.947 0.762 3.992  -0.9407
81 Cl 3.252 -0.270 3.193  0.5466
82 Cl 1.529 0.142 5.587  0.4937
83 H 2.327 1.779 4.096  0.0117
84 H 1.005 0.823 3.447  -0.0072
85 C -1.403 7.690 -0.154  -1.0117
86 Cl -0.793 8.762 1.090  0.5304
87 Cl -0.972 5.992 0.185  0.4941
88 H -2.486 7.797 -0.222  -0.0056
89 H -0.903 7.890 -1.101  0.0265
90 C 5.977 3.175 4.243  -1.0374
91 Cl 5.181 3.056 2.676  0.5372
92 Cl 7.749 3.254 4.268  0.4979
93 H 5.584 4.113 4.634  -0.0079
94 H 5.670 2.432 4.978  0.0352
95 C -2.658 3.005 -2.614  -0.9752
96 Cl -2.601 3.816 -4.184  0.5262
97 Cl -4.355 2.683 -2.072  0.5017
98 H -2.092 2.074 -2.635  0.0056
99 H -2.317 3.628 -1.787  -0.0031
100 C -3.816 3.902 1.045  -0.9964
101 Cl -5.384 3.284 1.555  0.5233
102 Cl -4.034 5.524 0.201  0.4575
103 H -3.113 3.940 1.876  -0.0041
104 H -3.334 3.147 0.424  -0.0258
105 C -2.423 -5.622 0.907  -1.0218
106 Cl -4.102 -6.192 0.435  0.4857
107 Cl -1.283 -6.948 0.787  0.5140
108 H -2.004 -4.842 0.271  0.0098
109 H -2.355 -5.290 1.942  -0.0093
110 C -4.146 -1.414 1.151  -0.9872
111 Cl -3.155 -2.494 2.140  0.5439
112 Cl -5.844 -1.974 1.283  0.4985
113 H -4.072 -0.371 1.460  0.0081
114 H -3.780 -1.522 0.130  0.0066
115 C -3.357 6.787 3.587  -1.0151
116 Cl -4.302 8.007 2.716  0.4908
117 Cl -2.406 7.442 4.973  0.4797
118 H -4.049 6.050 3.992  0.0210
119 H -2.638 6.347 2.896  -0.0121
120 C 2.004 3.542 -0.912  -1.0396
121 Cl 1.410 4.305 -2.418  0.4950
122 Cl 3.601 4.146 -0.549  0.5235
123 H 1.365 3.687 -0.040  0.0120
124 H 2.056 2.459 -1.023  0.0007
125 C 0.949 -2.797 2.679  -0.9830
126 Cl 0.716 -4.477 2.128  0.5556
127 Cl -0.050 -2.521 4.150  0.4795
128 H 2.008 -2.646 2.890  -0.0225
129 H 0.704 -2.057 1.918  0.0062
130 C -2.872 1.377 4.082  -1.0270
131 Cl -4.391 0.774 4.573  0.5709
132 Cl -2.455 3.061 4.697  0.4950
133 H -2.113 0.714 4.496  0.0212
134 H -2.938 1.287 2.997  -0.0109

Forces on atoms 1 to 3 (eV/Å):
P -0.3 2.4 -0.8
F 0.0 -0.6 0.4
F -0.2 -0.4 0.3

Number 1 is which compound?
C29H58Be2BrClF4LiMgN2O13P3S

The lowest E belongs to which entry?
C29H58Cl22F6O18P

Among the records above, which one has the lowest total charge?
C29H58Cl22F6O18P

Number 1 is which compound?
C29H58Be2BrClF4LiMgN2O13P3S